Here is a molecular structure, C9F27HfN4O19S9 at a distorted geometry from the OMol25 dataset. Energies are from ωB97M-V/def2-TZVPD.

Geometry as XYZ:
```
69
C9F27HfN4O19S9 ωB97M-V/def2-TZVPD
Hf 0.069 -0.071 -0.210
C -5.082 -0.011 -4.083
F -4.131 0.465 -4.823
F -6.314 0.486 -4.263
F -5.332 -1.291 -4.330
S -4.644 0.386 -2.210
O -4.809 1.837 -2.165
O -5.581 -0.355 -1.373
O -3.229 0.107 -2.036
C 4.528 -1.880 2.827
F 3.581 -2.495 3.462
F 4.610 -0.665 3.412
F 5.676 -2.511 3.049
S 4.118 -1.577 0.948
O 5.220 -1.893 -0.018
O 2.814 -2.197 0.594
N 3.396 0.102 0.803
S 4.776 1.024 0.754
O 6.087 0.411 1.029
O 4.783 1.912 -0.429
C 4.472 2.233 2.201
F 3.132 2.216 2.405
F 5.129 1.760 3.284
F 4.860 3.468 1.954
C -2.045 -0.445 5.549
F -2.517 -1.261 6.456
F -2.990 0.132 4.801
F -1.330 0.478 6.163
S -0.877 -1.344 4.383
O 0.236 -0.468 4.059
O -0.449 -2.520 5.134
N -1.383 -1.515 2.718
S -2.552 -2.618 2.981
O -3.377 -2.640 4.184
O -3.410 -2.543 1.773
C -1.653 -4.368 3.083
F -0.346 -4.144 3.054
F -1.997 -4.996 4.233
F -1.945 -5.065 1.976
C 1.452 -4.303 -3.923
F 2.517 -3.856 -4.756
F 0.927 -5.419 -4.544
F 1.972 -4.699 -2.816
S -0.004 -2.940 -3.610
O -1.017 -2.979 -4.627
O -0.447 -3.092 -2.198
N 0.907 -1.471 -3.292
S 1.246 -1.047 -4.890
O 1.162 -2.047 -5.941
O 0.625 0.194 -5.337
C 3.184 -0.699 -4.773
F 3.798 -1.535 -3.938
F 3.757 -0.797 -6.000
F 3.343 0.581 -4.404
C -1.263 5.286 -1.703
F -0.754 6.371 -2.193
F -2.400 5.605 -1.059
F -1.609 4.615 -2.754
S -0.006 4.136 -0.569
O 0.361 3.020 -1.433
O 1.091 4.920 0.007
N -0.989 3.100 0.475
S -1.541 4.160 1.619
O -1.100 3.815 2.976
O -1.364 5.576 1.399
C -3.518 3.851 1.723
F -3.942 4.232 2.940
F -4.061 4.669 0.840
F -3.819 2.609 1.458
```

Values from the calculation:
Total charge = -1
HOMO-LUMO gap = 2.80 eV
Relative energy (zero: lowest compared OMol25 entry of this formula, charge and spin) = 2378.68 kJ/mol

---

Here is a molecular structure, C9H10AlN2O2 from the OMol25 dataset. Energies are from ωB97M-V/def2-TZVPD.

Geometry as XYZ:
```
24
C9H10AlN2O2 ωB97M-V/def2-TZVPD
C 4.180 0.911 -1.795
C 3.191 0.701 -1.158
C 1.954 0.370 -0.487
O 1.037 1.430 -0.412
Al -0.160 0.936 0.849
C -1.917 0.239 0.157
C -3.151 0.745 0.559
C -4.323 0.222 0.037
N -4.398 -0.764 -0.856
C -3.217 -1.258 -1.254
C -2.009 -0.789 -0.775
O 0.851 -0.484 1.379
C 2.125 -0.154 0.955
N 2.990 -1.328 1.006
H 5.165 0.924 -2.176
H 1.488 -0.474 -1.010
H -0.387 1.935 2.079
H -3.191 1.548 1.277
H -5.268 0.642 0.373
H -3.220 -2.057 -1.985
H -1.099 -1.251 -1.139
H 2.515 0.706 1.527
H 3.951 -1.008 0.924
H 2.893 -1.742 1.924
```

Values from the calculation:
Total charge = -1
HOMO-LUMO gap = 8.88 eV

---

Here is a molecular structure, C9H10AsBF6N7O3Pd from the OMol25 dataset. Energies are from ωB97M-V/def2-TZVPD.

Geometry as XYZ:
```
38
C9H10AsBF6N7O3Pd ωB97M-V/def2-TZVPD
Pd -1.277 -0.949 0.801
C -0.341 2.776 -1.095
C -1.116 1.629 -0.888
N -0.492 0.793 -0.067
N 0.683 1.366 0.274
C 0.788 2.561 -0.338
B 1.835 0.687 1.049
N 2.619 -0.291 0.146
C 3.889 -0.137 -0.281
C 4.204 -1.211 -1.085
C 3.025 -1.980 -1.086
N 2.082 -1.420 -0.344
N 1.351 -0.018 2.332
C 1.960 0.029 3.531
C 1.301 -0.828 4.388
C 0.272 -1.370 3.603
N 0.322 -0.881 2.374
H -0.577 3.620 -1.718
H -2.071 1.365 -1.313
H 1.672 3.160 -0.197
H 2.609 1.558 1.376
H 4.467 0.723 0.017
H 5.133 -1.405 -1.594
H 2.822 -2.910 -1.594
H 2.815 0.667 3.680
H 1.520 -1.023 5.424
H -0.512 -2.059 3.870
F -2.892 0.291 -3.216
As -3.913 0.939 -4.466
F -5.324 0.355 -3.634
F -4.016 2.442 -3.590
F -2.513 1.535 -5.313
F -4.936 1.606 -5.714
F -3.812 -0.554 -5.351
O -3.418 -3.819 2.899
N -2.907 -2.762 2.522
O -2.995 -1.717 3.174
O -2.255 -2.766 1.421
```

Values from the calculation:
Total charge = -2
2S+1 = 2
HOMO-LUMO gap (spin up / spin down) = 7.22 / 7.56 eV

---

Here is C9H10ClNO in the gas phase at a distorted geometry from the OMol25 dataset. Energies are from ωB97M-V/def2-TZVPD.

Geometry as XYZ:
```
22
C9H10ClNO ωB97M-V/def2-TZVPD
C -0.381 2.072 -0.287
C -1.010 0.675 -0.329
C -2.247 0.412 -0.894
C -2.670 -0.926 -0.671
C -1.926 -1.805 0.158
C -0.670 -1.424 0.620
C -0.238 -0.145 0.550
N 1.091 0.519 0.925
C 2.332 0.010 0.720
O 3.263 0.117 1.624
C 2.600 -0.622 -0.697
Cl 4.380 -0.470 -1.009
H 0.603 2.067 -1.031
H -1.277 2.996 -0.500
H -0.074 2.325 0.799
H -2.882 1.165 -1.325
H -3.984 -0.974 -0.772
H -2.495 -2.768 0.759
H 0.076 -1.975 1.187
H 1.006 0.779 2.027
H 1.862 -0.334 -1.468
H 2.643 -1.696 -0.387
```

Values from the calculation:
Structure (SMILES) = Cc1ccccc1NC(=O)CCl
Total charge = 0
HOMO-LUMO gap = 9.95 eV
Relative energy (zero: lowest compared OMol25 entry of this formula, charge and spin) = 444.95 kJ/mol

---

Here is a molecular structure, C9H10CrN2 at a distorted geometry from the OMol25 dataset. Energies are from ωB97M-V/def2-TZVPD.

Geometry as XYZ:
```
22
C9H10CrN2 ωB97M-V/def2-TZVPD
C 1.037 -0.485 -1.373
C 1.499 0.683 -0.656
C 0.770 1.821 -1.156
C -0.160 1.363 -2.149
C 0.007 -0.064 -2.287
Cr -0.622 0.282 -0.267
C -0.221 0.365 1.867
C -0.053 -1.117 1.712
C 0.949 -1.997 2.289
N -0.961 -1.413 0.670
H 1.026 2.867 -0.982
H 2.380 0.755 -0.029
H -0.764 2.001 -2.781
H -0.517 -0.702 -2.983
H 1.468 -1.485 -1.302
H 0.543 0.990 2.356
H -1.330 -2.317 0.302
H -1.324 0.686 1.979
H 1.635 -1.779 3.134
H 1.011 -2.917 1.710
N -3.740 1.417 0.001
C -2.633 1.046 -0.054
```

Values from the calculation:
Total charge = -1
2S+1 = 4
HOMO-LUMO gap (spin up / spin down) = 6.46 / 6.52 eV

---

Here is a molecular structure, C9H10FN2RhS2 from the OMol25 dataset. Energies are from ωB97M-V/def2-TZVPD.

Geometry as XYZ:
```
25
C9H10FN2RhS2 ωB97M-V/def2-TZVPD
Rh 1.945 -1.192 -1.257
S 1.869 -1.274 1.059
C 2.056 0.428 1.474
C 2.180 0.775 2.819
C 2.314 2.099 3.208
C 2.336 3.118 2.260
C 2.220 2.798 0.924
C 2.079 1.461 0.513
S 1.947 1.146 -1.182
H 2.169 -0.017 3.557
H 2.407 2.338 4.260
H 2.447 4.151 2.563
H 2.242 3.570 0.165
F 3.550 -1.651 -2.308
C -3.263 -2.833 -1.960
N -2.636 -1.509 -1.898
C -3.381 -0.451 -1.223
C -1.318 -1.473 -1.902
N -0.167 -1.450 -1.938
H -4.234 -2.737 -2.442
H -3.396 -3.256 -0.962
H -2.643 -3.502 -2.551
H -4.337 -0.325 -1.727
H -2.829 0.483 -1.281
H -3.557 -0.696 -0.173
```

Values from the calculation:
Total charge = 0
2S+1 = 5
HOMO-LUMO gap (spin up / spin down) = 7.79 / 5.84 eV

---

Here is 2 unconnected molecules or ions with the total composition C9H10IN3S at a distorted geometry from the OMol25 dataset. Energies are from ωB97M-V/def2-TZVPD.

Geometry as XYZ:
```
24
C9H10IN3S ωB97M-V/def2-TZVPD
C 2.553 -1.406 2.427
C 1.384 1.579 0.643
C 2.181 -0.067 2.084
C 1.665 2.679 1.575
C 2.401 0.988 2.913
C -0.153 -0.752 -2.398
C 1.455 4.003 1.307
C -1.358 -1.717 0.580
C -0.050 -2.223 0.050
N 2.994 -2.452 2.657
N 1.608 0.321 0.877
N 2.080 2.243 2.761
S 0.872 -1.339 -1.231
I 3.238 0.567 4.788
H 0.979 1.644 -0.346
H -1.226 -0.566 -2.266
H 0.434 -0.359 -3.160
H 1.394 4.272 0.227
H 1.386 4.832 1.996
H -1.194 -0.907 1.369
H -1.969 -1.241 -0.183
H -2.002 -2.466 0.981
H -0.294 -3.185 -0.454
H 0.760 -2.383 0.871
```

Values from the calculation:
Total charge = 0
2S+1 = 3
HOMO-LUMO gap (spin up / spin down) = 6.17 / 6.92 eV

---

Here is C9H10N2O2 in the gas phase at a distorted geometry from the OMol25 dataset. Energies are from ωB97M-V/def2-TZVPD.

Geometry as XYZ:
```
23
C9H10N2O2 ωB97M-V/def2-TZVPD
C 3.443 -0.033 2.811
C 2.406 0.927 2.461
C 1.305 0.267 2.007
C 0.004 0.804 1.453
C -0.245 0.164 0.105
C -1.516 0.642 -0.566
C -1.864 -0.127 -1.861
C -1.202 -1.107 -2.534
C -1.903 -1.374 -3.755
N -2.950 -0.584 -3.770
O -2.983 0.212 -2.578
O 1.689 -1.033 1.932
N 2.975 -1.227 2.585
H 4.453 0.182 3.227
H 2.498 1.971 2.654
H 0.090 1.903 1.376
H -0.829 0.567 2.083
H 0.615 0.329 -0.539
H -0.309 -0.944 0.177
H -1.420 1.710 -0.758
H -2.328 0.494 0.170
H -0.245 -1.543 -2.228
H -1.686 -2.200 -4.452
```

Values from the calculation:
Structure (SMILES) = c1cc(CCCc2ccno2)on1
Total charge = 0
HOMO-LUMO gap = 10.36 eV
Relative energy (zero: lowest compared OMol25 entry of this formula, charge and spin) = 374.98 kJ/mol

---

Number 1: total energy -8318.863185 a.u.. Number 2: total energy -851.461889 a.u.. Number 3: total energy -3945.889044 a.u.. Number 4: total energy -938.976358 a.u.. Number 5: total energy -1502.890232 a.u.. Number 6: total energy -1465.179960 a.u.. Number 7: total energy -1208.910602 a.u.. Number 8: total energy -608.819888 a.u..